No. 1
The following is a DFT calculation (ωB97M-V with the def2-TZVPD basis set) of a 2-piece molecular cluster, C9H14 overall at a distorted geometry.

Geometry (Å):
C -1.717 -0.804 0.590
C 2.190 0.372 1.193
C -0.201 -0.574 -2.884
C -1.156 1.486 0.065
C -1.031 -1.217 -0.553
C -0.486 1.127 -1.109
C -0.572 -0.256 -1.427
C 1.224 -0.218 2.200
C -1.771 0.549 0.852
H 0.495 -0.870 1.719
H -0.797 -2.273 -0.671
H 0.415 0.433 2.599
H -1.272 2.536 0.343
H -2.263 0.647 1.827
H -0.697 -1.379 -3.459
H -2.230 -1.570 1.171
H -0.307 0.376 -3.400
H 3.051 0.862 1.652
H 0.820 -0.891 -2.965
H -0.116 1.867 -1.800
H 1.832 1.005 0.375
H 2.751 -0.465 0.738
H 1.837 -0.744 2.944

* orbital gap: 9.96 eV
* energy above the lowest of the compared OMol25 structures with the same formula, charge and spin: 28.88 kcal per mole
* total energy: -9558.9290 eV

No. 2
The following is a DFT calculation (ωB97M-V with the def2-TZVPD basis set) of a 2-piece molecular cluster, C9H14 overall at a distorted geometry.

Geometry (Å):
C 1.678 -0.307 -0.732
C -0.103 1.282 -1.010
C 0.726 0.550 -0.179
C 0.824 0.153 -2.941
C 1.712 -0.508 -2.106
C -1.308 -1.088 2.580
C -0.119 -2.002 2.248
C -1.075 2.294 -0.442
C -0.084 1.044 -2.380
H 0.735 0.642 0.900
H -1.152 2.176 0.638
H -0.714 1.624 -3.035
H 0.782 -1.698 2.807
H 2.393 -1.293 -2.431
H -1.360 -0.274 1.864
H -2.241 -1.639 2.486
H 1.017 0.093 -4.009
H -0.771 3.300 -0.709
H -0.282 -3.016 2.595
H 0.260 -1.901 1.232
H -2.068 2.107 -0.851
H -1.199 -0.669 3.573
H 2.348 -0.870 -0.097

* orbital gap: 10.13 eV
* energy above the lowest of the compared OMol25 structures with the same formula, charge and spin: 8.48 kcal per mole
* total energy: -9559.8138 eV

No. 3
The following is a DFT calculation (ωB97M-V with the def2-TZVPD basis set) of a 2-piece molecular cluster, C9H14 overall at a distorted geometry.

Geometry (Å):
C 1.343 1.545 -0.029
C -0.319 -1.808 -1.582
C -0.311 0.457 1.290
C 1.052 0.782 1.108
C -1.282 1.078 0.508
C -0.993 1.877 -0.560
C 0.365 2.077 -0.832
C -1.636 -2.326 -1.096
C 2.083 0.430 2.115
H -0.299 -0.714 -1.589
H 0.022 -2.316 -2.479
H -1.500 -3.353 -0.721
H -2.375 -2.387 -1.896
H -2.035 -1.842 -0.204
H 1.964 -0.641 2.351
H -0.507 -0.367 1.964
H 2.348 1.845 -0.317
H 3.109 0.621 1.818
H -1.663 2.433 -1.199
H 0.454 -1.941 -0.809
H -2.342 0.911 0.693
H 1.905 0.871 3.096
H 0.615 2.767 -1.631

* orbital gap: 9.98 eV
* energy above the lowest of the compared OMol25 structures with the same formula, charge and spin: 14.19 kcal per mole
* total energy: -9559.5662 eV

No. 4
The following is a DFT calculation (ωB97M-V with the def2-TZVPD basis set) of a 2-piece molecular cluster, C9H14 overall at a distorted geometry.

Geometry (Å):
C 0.771 -2.381 1.391
C -1.526 -0.898 -2.013
C 0.263 -3.298 0.463
C 0.348 -1.043 1.385
C -0.781 -1.434 -0.678
C -0.003 3.362 0.539
C -0.404 -0.484 0.267
C 1.443 2.845 0.221
C -0.535 -2.806 -0.555
H 0.418 -4.367 0.584
H -2.217 0.037 -1.797
H 0.708 -0.446 2.166
H 0.036 4.455 0.665
H -0.919 -3.397 -1.252
H 2.171 3.493 -0.400
H 1.439 -2.765 2.179
H -0.742 3.206 -0.390
H -0.516 2.850 1.357
H -0.537 0.651 0.147
H -2.126 -1.669 -2.528
H 1.289 1.772 -0.187
H 2.074 2.961 1.098
H -0.653 -0.644 -2.661

* orbital gap: 10.09 eV
* energy above the lowest of the compared OMol25 structures with the same formula, charge and spin: 39.30 kcal per mole
* total energy: -9558.4774 eV

No. 5
The following is a DFT calculation (ωB97M-V with the def2-TZVPD basis set) of a 2-piece molecular cluster, C9H14 overall at a distorted geometry.

Geometry (Å):
C 0.355 2.410 1.935
C -0.497 -1.354 0.526
C -0.244 -1.053 -1.834
C -0.949 -0.777 -0.704
C 0.841 -1.955 -1.834
C 0.491 -2.302 0.524
C -1.915 0.335 -0.599
C 0.897 2.080 0.517
C 1.115 -2.657 -0.678
H -1.413 1.292 -0.751
H 0.997 0.989 0.549
H -2.788 0.306 -1.264
H 1.824 -3.474 -0.752
H 0.261 2.284 -0.336
H -0.574 1.837 1.981
H -0.068 3.416 2.001
H -0.863 -1.020 1.488
H 0.823 -2.625 1.506
H 1.142 2.172 2.637
H 1.435 -2.286 -2.674
H 1.903 2.385 0.221
H -2.390 0.597 0.351
H -0.385 -0.599 -2.810

* orbital gap: 10.03 eV
* energy above the lowest of the compared OMol25 structures with the same formula, charge and spin: 22.53 kcal per mole
* total energy: -9559.2046 eV

No. 6
The following is a DFT calculation (ωB97M-V with the def2-TZVPD basis set) of a 2-piece molecular cluster, C9H14 overall.

Geometry (Å):
C 1.640 1.362 -0.989
C 0.109 0.579 -2.679
C 1.009 1.522 -2.212
C 1.309 0.267 -0.201
C -1.060 -1.634 -2.508
C -0.169 -0.571 -1.933
C 0.145 0.328 3.358
C 0.435 -0.690 -0.686
C -1.310 -0.038 3.021
H 0.225 0.567 4.421
H -1.403 -1.069 2.697
H 0.520 1.182 2.798
H -1.726 0.650 2.289
H -1.925 0.118 3.910
H -0.391 0.731 -3.625
H 0.164 -1.560 -0.094
H -1.575 -1.271 -3.396
H 2.431 2.016 -0.650
H -0.471 -2.492 -2.827
H -1.821 -1.985 -1.813
H 0.839 -0.496 3.192
H 1.240 2.375 -2.834
H 1.788 0.108 0.762

* orbital gap: 10.06 eV
* energy above the lowest of the compared OMol25 structures with the same formula, charge and spin: 5.44 kcal per mole
* total energy: -9559.9454 eV

No. 7
The following is a DFT calculation (ωB97M-V with the def2-TZVPD basis set) of a 2-piece molecular cluster, C9H14 overall at a distorted geometry.

Geometry (Å):
C -0.555 1.900 -0.159
C 0.459 1.121 0.484
C -0.416 -2.936 0.338
C 0.519 1.331 1.908
C -1.002 1.426 -1.441
C -0.182 0.418 -2.009
C 0.996 -0.350 -1.372
C 1.352 0.213 -0.117
C -0.980 -2.008 1.435
H -0.770 -2.412 2.478
H 2.411 0.003 0.290
H 0.469 0.387 2.412
H 1.594 -1.097 -1.932
H 1.332 1.689 2.402
H -0.912 -2.718 -0.608
H 0.629 -2.783 0.176
H -0.709 2.840 0.326
H -0.458 -3.919 0.646
H -0.446 -1.027 1.293
H -0.218 0.216 -3.236
H -1.818 1.876 -2.012
H -1.998 -1.796 1.240
H -0.254 2.053 2.114

* orbital gap: 9.33 eV
* energy above the lowest of the compared OMol25 structures with the same formula, charge and spin: 70.31 kcal per mole
* total energy: -9557.1325 eV

No. 8
The following is a DFT calculation (ωB97M-V with the def2-TZVPD basis set) of a 2-piece molecular cluster, C9H14 overall at a distorted geometry.

Geometry (Å):
C -1.206 -0.931 1.393
C 1.435 1.779 1.367
C 2.536 -0.332 1.646
C -1.631 0.372 -2.206
C 2.602 1.046 1.612
C 0.132 -0.276 1.350
C 1.305 -0.980 1.532
C 0.247 1.124 1.207
C -1.181 -0.668 -3.229
H -1.798 -0.724 0.513
H 3.544 1.575 1.745
H -0.936 1.194 -2.039
H -1.752 -0.119 -1.251
H -1.118 -2.009 1.592
H 3.415 -0.925 1.865
H -1.973 -1.395 -3.394
H 1.514 2.857 1.340
H -0.683 1.627 0.987
H -2.565 0.802 -2.559
H -0.223 -1.145 -3.020
H -1.884 -0.614 2.202
H 1.361 -2.053 1.568
H -1.139 -0.204 -4.219

* orbital gap: 9.98 eV
* energy above the lowest of the compared OMol25 structures with the same formula, charge and spin: 8.32 kcal per mole
* total energy: -9559.8205 eV